# 1
Here is a structure of composition C31H64BNO13PtS6 at a distorted geometry from OMol25. Energies are from ωB97M-V/def2-TZVPD.

XYZ file:
```
117
Properties=species:S:1:pos:R:3:mulliken_spin:R:1
Pt -1.15 0.64 -2.81 1.4134
S 2.70 -5.18 -3.38 0.0000
S 2.11 0.23 -4.10 0.0100
S 3.81 4.43 1.10 0.0000
S -4.43 0.29 -1.39 0.0119
S -0.54 -2.75 5.40 0.0000
S -2.86 4.81 2.07 0.0005
O 3.68 -5.60 -4.39 0.0000
O 1.36 -4.74 -3.78 0.0000
O -4.28 4.74 1.81 0.0001
O 5.10 4.83 1.60 0.0000
O 3.34 4.80 -0.20 -0.0001
O 0.52 -2.50 6.36 0.0000
O -3.16 0.42 -2.08 0.0358
O -1.04 -4.11 5.15 0.0000
O -5.39 1.35 -1.31 0.0047
O 0.66 0.31 -4.18 0.0184
O -2.31 4.11 3.22 0.0001
O 2.76 -1.08 -4.07 0.0050
O -0.32 -0.78 -1.41 0.2497
N -1.37 -3.76 -0.16 -0.0015
C 3.47 -4.12 -2.11 0.0004
C -2.49 -5.61 0.34 0.0001
C 1.68 3.58 2.53 0.0016
C -1.80 -5.78 -0.89 -0.0006
C -5.22 -1.33 -1.97 0.0056
C -1.88 -1.55 5.76 0.0000
C -2.17 -4.35 0.78 -0.0002
C 1.71 -1.38 -0.17 0.0127
C 2.79 1.27 -2.71 0.0027
C -1.12 -0.80 3.48 -0.0010
C -2.34 -0.99 4.41 0.0001
C -4.80 -2.32 -0.88 0.0020
C 2.62 -6.59 -2.24 0.0000
C -1.99 4.26 0.56 0.0051
C -2.28 6.52 2.06 -0.0001
C 3.24 -6.22 -0.86 0.0000
C -4.13 -0.29 0.33 -0.0015
C 2.45 4.91 2.25 -0.0001
C 2.76 2.47 2.68 0.0002
C -0.96 5.36 0.36 -0.0003
C 3.09 2.63 -3.30 -0.0031
C -0.20 -2.01 3.72 -0.0001
C 0.49 0.67 0.44 0.0027
C 3.64 2.33 -4.71 0.0018
C 0.36 -0.68 -0.21 0.0169
C 2.83 1.23 -5.43 0.0030
C 2.94 -4.72 -0.83 0.0005
C -4.95 -1.59 0.48 0.0004
C -1.15 -4.61 -1.20 0.0008
C -1.48 6.75 0.79 0.0009
C 3.60 2.66 1.43 -0.0002
B -0.78 2.81 -2.40 0.0724
H 3.81 3.04 -2.59 0.0001
H -4.99 -1.49 -3.02 -0.0004
H 1.92 -1.37 0.91 0.0003
H -0.69 0.15 3.79 0.0000
H -3.05 -0.49 0.29 -0.0026
H -2.82 4.03 -0.11 -0.0063
H 4.50 -4.40 -2.33 0.0000
H -0.10 5.16 1.00 -0.0004
H 2.54 -0.79 -0.57 0.0003
H 3.76 0.79 -2.59 -0.0003
H 2.17 1.56 2.56 -0.0003
H -1.75 2.32 -2.06 0.1167
H -0.85 3.95 -2.34 0.0209
H -0.43 1.24 0.60 -0.0028
H -2.67 -1.91 6.41 0.0000
H -3.17 -6.34 0.76 0.0000
H -3.77 -2.66 -1.03 -0.0012
H -0.25 -2.90 3.10 -0.0002
H 1.78 5.62 1.77 0.0000
H 2.85 5.35 3.17 0.0000
H 3.08 2.37 0.51 0.0002
H -4.23 0.53 1.05 -0.0001
H -1.39 -0.76 2.43 0.0016
H 0.05 2.35 -1.75 0.0042
H -0.29 -1.22 0.51 0.0079
H 1.20 1.38 0.02 -0.0084
H -6.00 -1.36 0.63 -0.0001
H -1.53 6.43 2.86 0.0000
H -0.69 2.50 -3.49 -0.0040
H -1.40 -0.66 6.17 0.0000
H -6.28 -1.06 -1.87 0.0004
H 0.85 -1.70 3.70 0.0002
H 1.60 -6.96 -2.13 0.0000
H 1.75 -2.38 -0.56 0.0015
H 3.23 -4.18 0.08 0.0002
H 1.02 3.30 1.71 -0.0016
H -2.57 -3.89 1.67 -0.0001
H 3.30 0.51 -6.09 0.0004
H -3.00 7.07 2.66 0.0000
H -0.58 -4.31 -2.07 -0.0001
H -0.69 5.38 -0.69 0.0001
H 3.29 -3.07 -2.33 -0.0001
H -1.65 3.25 0.82 0.0014
H 4.70 2.05 -4.66 0.0001
H -5.29 -3.29 -0.89 0.0004
H 2.87 -6.96 -0.16 0.0000
H 3.17 -7.40 -2.72 0.0000
H 3.27 2.41 3.64 0.0000
H -0.67 7.47 0.86 0.0000
H -2.23 7.07 0.05 -0.0001
H -1.93 -6.64 -1.54 0.0000
H 0.77 0.54 1.49 -0.0005
H 1.14 3.76 3.45 0.0001
H 1.85 -4.67 -0.88 -0.0003
H 4.51 2.07 1.35 0.0000
H 3.62 3.30 -5.21 0.0001
H 1.99 1.80 -5.84 -0.0006
H 4.32 -6.40 -0.82 0.0000
H -2.94 -1.75 3.89 0.0000
H -0.99 -2.84 -0.03 -0.0010
H 2.26 3.33 -3.40 0.0030
H 2.11 1.14 -1.86 0.0005
H -3.00 -0.13 4.47 0.0000
H -4.54 -2.21 1.27 0.0001
```

Output
gap between HOMO and LUMO (alpha / beta)	8.6 / 6.9	eV
highest occupied orbital energy (alpha / beta)	-8.42 / -8.42	eV
spin multiplicity	3
net charge	0
expectation value of S²	2.0058

***

# 2
Here is a cluster of 12 separate species, C31H64N12O7 in total at a distorted geometry from OMol25. Energies are from ωB97M-V/def2-TZVPD.

XYZ file:
```
114
Properties=species:S:1:pos:R:3:mulliken_charge:R:1
O 0.35 2.75 -1.11 -0.6037
O 3.86 -2.59 -2.00 -0.5543
O 3.26 3.71 4.40 -0.6764
O 0.25 -0.22 3.90 -0.5280
O -2.86 -1.41 2.12 -0.4175
O 2.46 -1.10 -6.00 -0.7029
O -3.12 1.76 -7.07 -0.6732
N -0.30 -4.33 0.21 -0.4251
N 4.33 -1.76 0.03 -0.0647
N -1.96 1.50 -5.31 0.1152
N -3.94 -3.27 1.44 -0.1157
N 0.95 -3.44 6.06 -0.5275
N 0.70 4.53 0.28 -0.1679
N 4.48 3.83 2.61 -0.0992
N -4.07 -4.05 -3.81 -0.4894
N -0.89 -1.08 -1.58 -0.8300
N 1.25 0.47 -4.89 0.1002
N -0.80 1.52 4.78 -0.1522
N -5.11 3.44 1.52 -0.4504
C 2.09 4.30 0.34 -0.3429
C -0.27 -0.05 0.78 0.6841
C -2.64 -4.11 -1.66 0.3011
C 1.17 0.47 -7.30 -0.9287
C -4.46 2.67 2.07 0.0980
C -4.27 0.69 -5.21 -0.9778
C -1.47 -0.78 5.34 -0.7829
C 1.70 0.14 -3.54 -0.7882
C -3.08 1.37 -5.94 0.7170
C 5.83 -3.42 -0.96 -1.2574
C 4.96 5.12 2.90 -0.9729
C -3.40 -4.33 2.36 -0.5930
C -3.41 -4.08 -2.85 0.0737
C 0.98 -4.00 -2.01 -0.6226
C -3.61 -1.99 1.33 0.3213
C -4.23 -1.13 0.23 -0.8875
C -0.06 3.70 -0.41 0.5778
C 3.71 3.12 3.43 0.6114
C 3.09 -0.96 0.26 -0.3269
C -1.54 4.00 -0.34 -0.7348
C -0.03 2.57 4.13 -0.5516
C -0.62 -0.65 -0.50 0.2782
C -1.84 1.46 -3.82 -0.8849
C 4.59 -2.48 -1.03 0.6491
C -0.61 0.18 4.63 0.5216
C 3.43 1.68 3.25 -0.3439
C -3.68 1.61 2.74 0.3950
C 0.75 -3.62 4.92 0.1536
C 1.65 -0.14 -5.95 0.5500
C 0.24 -4.15 -0.75 0.4219
C 0.49 -3.76 3.51 0.2488
H -2.53 -0.51 5.29 0.3637
H 5.78 -4.13 -1.78 0.3041
H -1.33 -1.71 4.80 -0.1809
H 0.37 5.41 0.64 0.2765
H 0.95 1.41 -5.09 0.3304
H -3.87 -5.30 2.24 0.3610
H -4.36 0.81 3.02 0.3040
H 1.95 -4.50 -2.02 0.3108
H -5.08 -0.64 0.71 0.4234
H -4.79 -3.45 0.92 0.2810
H 0.93 -2.96 2.92 -0.1433
H -1.15 1.86 -5.79 0.1301
H 6.75 -2.84 -1.08 0.3390
H 2.65 -1.31 1.19 0.1811
H 2.40 -1.00 -0.58 0.0290
H 1.21 -2.93 -2.06 -0.0489
H 5.79 5.34 2.22 0.3772
H -4.76 1.39 -4.54 0.2534
H -3.50 -0.38 -0.07 -0.0403
H 1.94 1.17 -7.64 0.2680
H 0.81 -0.22 -3.03 -0.0502
H -2.13 0.52 -3.34 0.2421
H -1.69 -4.58 -1.94 -0.0317
H -5.07 0.25 -5.80 0.3455
H 4.64 3.44 1.69 0.2552
H -0.87 1.69 -3.38 0.0514
H -2.98 1.22 1.99 -0.4119
H 4.26 5.94 2.74 0.2847
H -1.76 4.78 0.39 0.4227
H -2.39 -3.16 -1.19 -0.2560
H -3.13 1.95 3.62 0.1365
H 0.58 2.21 3.30 -0.1711
H 2.37 -0.70 -3.37 0.5290
H -3.59 -4.03 3.39 0.3227
H 2.64 4.15 -0.59 0.2456
H 2.02 1.05 -3.03 0.2923
H 3.33 0.09 0.43 0.1067
H 2.48 5.12 0.94 0.3102
H -3.89 -0.19 -4.69 0.2479
H 2.25 3.40 0.94 -0.2492
H 0.25 1.05 -7.22 0.1523
H -1.09 -0.96 6.34 0.3955
H 3.08 1.17 4.15 0.2616
H -1.86 4.35 -1.32 0.2536
H 4.34 1.12 3.00 0.4866
H 1.07 -0.33 -8.03 0.3207
H -3.13 -4.78 -0.95 0.2911
H -2.44 2.24 -3.37 0.4072
H -0.95 0.77 1.01 -0.4255
H 0.31 -4.43 -2.75 0.4288
H 2.69 1.60 2.46 -0.4479
H 0.79 -4.69 3.01 0.5452
H -1.63 1.78 5.29 0.3182
H -0.76 3.32 3.82 0.3849
H 0.70 0.44 0.77 0.0959
H -4.58 -1.59 -0.69 0.3944
H 4.96 -1.72 0.81 0.2218
H 5.34 5.20 3.92 0.2911
H -2.32 -4.29 2.19 -0.0319
H -0.59 -3.69 3.36 -0.2474
H -0.24 -0.81 1.57 0.0758
H 5.83 -4.02 -0.05 0.3683
H -2.04 3.06 -0.10 0.0192
H 0.69 2.93 4.86 0.3542
```

Output
gap between HOMO and LUMO	9.0	eV
highest occupied orbital energy	-8.98	eV
net charge	0

***

# 3
Here is a structure of composition C31H65BClFIN6O10P2S at a distorted geometry from OMol25. Energies are from ωB97M-V/def2-TZVPD.

XYZ file:
```
119
Properties=species:S:1:pos:R:3:mulliken_charge:R:1
I 0.41 -0.93 3.34 0.3851
Cl -6.49 1.76 2.58 -0.2097
S 1.04 -1.68 0.69 -0.1285
P -1.68 1.61 4.52 -0.1327
P -1.71 -0.56 -0.71 0.6391
F 0.55 0.78 -1.77 -0.4616
O 3.81 0.70 2.71 -0.4518
O 2.84 3.61 2.88 -0.4999
O 0.12 -1.46 -4.58 -0.5109
O -0.28 1.83 4.90 -0.4502
O -2.24 0.28 5.20 -0.4871
O -5.32 -5.35 2.28 -0.5177
O 7.23 -2.00 -2.49 -0.5493
O -2.94 -0.88 2.85 -0.7305
O 2.48 3.77 -3.26 -0.3627
O -2.58 2.73 5.24 -0.5946
N 1.64 1.69 2.46 1.8424
N -0.93 -1.69 -1.45 -0.9120
N -1.00 2.32 0.69 0.1087
N 0.29 -0.15 1.34 -0.1915
N -2.02 -2.61 1.37 -0.2484
N 5.56 1.09 -0.44 -0.7552
C -3.45 -2.99 1.11 -1.0732
C -4.47 0.78 1.00 -0.3628
C -3.23 1.58 0.64 -2.0565
C 3.06 4.45 -4.08 0.7817
C -0.40 2.94 -1.97 -1.8630
C 0.39 2.15 0.32 -2.7886
C 2.47 0.84 0.35 -2.6615
C -6.90 -4.31 0.83 -0.5710
C -0.88 -3.18 -5.88 -1.1223
C 1.72 3.13 2.70 0.3749
C 2.67 1.25 4.69 -1.2854
C -1.21 -0.05 1.09 1.2687
C 1.21 1.15 1.18 1.8095
C 5.74 -3.85 -2.46 -1.0399
C -7.33 -6.57 1.98 -1.2683
C 2.47 5.74 -4.59 -1.2083
C 4.39 4.03 -4.64 -1.1261
C 0.25 -2.26 -5.47 0.7932
C -5.74 1.66 0.97 -0.7218
C 3.39 2.04 0.11 -1.5390
C -1.49 -3.62 2.30 -1.0016
C 7.18 -3.19 -0.43 -1.1028
C -1.85 1.34 1.38 0.4766
C 4.36 1.72 -1.02 -0.7710
C 6.76 -2.92 -1.86 0.8715
C 0.58 2.06 -1.21 -0.3020
C -6.40 -5.40 1.75 0.8759
C 1.54 -2.39 -6.24 -1.1357
C 2.79 1.13 3.20 0.0044
C -2.21 1.87 2.83 -0.5498
C 0.54 4.04 2.83 -1.4675
B -2.03 -1.23 1.89 0.1594
H -7.11 -4.73 -0.16 0.3258
H 1.53 2.49 -1.50 0.2089
H 1.95 0.57 5.11 0.2034
H 2.86 2.96 -0.10 0.9488
H -3.47 -3.69 0.28 0.4081
H -0.53 -1.33 -2.31 0.3750
H 7.62 -4.19 -0.35 0.3968
H -8.27 -6.21 2.43 0.3299
H 3.91 1.03 -1.73 0.4325
H 3.08 0.09 0.84 1.3120
H 5.53 -3.55 -3.48 0.2923
H 1.52 5.92 -4.11 0.2640
H 1.37 -2.19 -7.30 0.3552
H 4.81 -3.82 -1.88 0.2411
H -1.75 0.59 -1.51 -0.1603
H 1.94 -3.40 -6.13 0.3447
H -0.44 -3.81 2.07 0.3463
H -1.52 -3.33 3.35 0.2561
H -5.53 2.68 0.65 0.3573
H -1.15 -3.01 -6.92 0.3423
H -4.07 -2.14 0.89 -0.0689
H 2.27 0.39 -0.61 1.4516
H -3.90 -3.49 1.96 0.7277
H -1.48 -0.15 5.61 0.3477
H 6.31 -3.13 0.23 0.2644
H 5.14 4.79 -4.42 0.3543
H 2.26 -1.68 -5.85 0.2716
H 5.96 0.40 -1.06 0.1933
H 7.91 -2.46 -0.12 0.2911
H 0.10 3.97 3.82 0.2256
H 2.33 5.68 -5.67 0.3637
H -2.96 -1.46 3.60 0.3499
H -3.46 2.59 1.00 0.7708
H 0.84 3.13 0.46 2.1165
H 4.02 2.26 0.96 0.5371
H 3.64 1.06 5.14 0.4156
H -3.45 2.38 5.45 0.3508
H -1.34 3.26 0.73 0.9947
H -7.56 -7.06 1.04 0.3343
H 4.69 2.63 -1.51 0.1761
H -4.70 -0.06 0.36 0.2980
H -1.99 -4.57 2.17 0.4738
H -6.87 -7.28 2.66 0.3300
H -6.15 -3.53 0.74 -0.1979
H 4.32 3.91 -5.73 0.3885
H -1.75 -2.99 -5.25 0.2708
H -7.82 -3.88 1.23 0.3635
H 3.15 6.57 -4.37 0.3548
H -3.09 1.79 -0.41 0.7070
H -1.37 2.49 -2.10 0.2671
H 1.21 -1.49 -0.63 0.0975
H -6.48 1.27 0.29 0.4603
H 5.34 0.59 0.41 0.2953
H -0.26 3.90 2.12 0.1310
H -0.58 -4.22 -5.76 0.3470
H -3.05 -0.92 -0.57 0.0184
H 0.89 5.06 2.72 0.4474
H 2.35 2.24 4.99 0.3012
H 6.12 -4.88 -2.46 0.3484
H 4.70 3.09 -4.20 0.2119
H 0.03 3.10 -2.95 0.5459
H -3.29 1.80 2.95 0.0307
H -2.09 2.94 2.75 0.7551
H -4.43 0.42 2.02 0.1554
H -0.49 3.91 -1.51 0.3718
```

Output
gap between HOMO and LUMO	5.7	eV
highest occupied orbital energy	-10.74	eV
net charge	+1

***

# 4
Here is a cluster of 5 separate species, C31H65Cl8NO8P2S2 in total at a distorted geometry from OMol25. Energies are from ωB97M-V/def2-TZVPD.

XYZ file:
```
117
Properties=species:S:1:pos:R:3:mulliken_charge:R:1
Cl 2.01 7.31 1.85 -0.1713
Cl -5.04 2.24 2.34 -0.2497
Cl -7.92 -3.53 3.65 -0.1873
Cl 6.30 -0.18 0.12 -0.0063
Cl 1.30 5.69 -1.07 -0.1207
Cl 7.71 -2.15 2.51 -0.1990
Cl -2.26 1.64 0.47 -0.1861
Cl -6.40 -5.51 5.97 -0.1868
S 3.89 1.32 -3.79 -0.3967
S 2.80 -2.01 -3.12 1.8617
P 0.73 -1.41 1.36 0.4554
P 2.03 1.71 -3.39 0.3651
O -0.43 -1.07 2.31 -0.6751
O 0.60 -3.07 1.06 -0.5171
O 4.25 -1.91 -3.46 -0.7542
O 3.87 -1.38 -0.80 -0.0019
O 1.81 -1.23 -4.18 -0.6329
O 2.46 -3.47 -3.21 -0.8395
O -6.00 -0.53 0.14 -0.3677
O 2.13 -1.21 2.22 -0.5809
N -0.03 -1.88 -2.92 -0.2572
C -5.63 -4.26 4.97 -0.4503
C 1.99 2.27 -0.13 -1.2298
C -5.72 -1.75 0.82 -0.5517
C 0.29 6.90 -0.24 -0.5559
C 1.12 7.96 0.45 -0.4162
C 0.45 2.73 4.17 -0.7420
C -2.73 -0.16 -3.95 0.6914
C 1.71 -0.15 -1.13 2.1647
C 0.49 -0.37 -0.14 0.4333
C -6.56 -3.09 4.70 -0.0106
C 7.60 0.27 1.24 -0.5934
C -2.88 0.63 1.80 0.0792
C 0.68 3.55 1.75 -0.8322
C -1.65 -0.79 -4.92 -0.9147
C -4.22 -0.32 -4.45 -1.1168
C -5.11 -1.25 -3.56 -0.9198
C -6.32 -0.78 -1.25 -0.6886
C -4.40 0.65 1.85 0.1947
C -0.30 2.83 2.77 0.9757
C 1.06 0.38 -2.48 -0.7815
C -4.97 -1.00 -2.01 0.1994
C 8.52 -0.89 1.54 -0.4257
C 1.86 2.57 1.41 0.0943
C 4.71 -3.77 -0.79 -0.1335
C -0.27 -0.10 -4.66 -1.3741
C 0.83 1.25 4.58 -0.6565
C 2.58 -1.49 -1.35 -1.7057
C 5.56 -4.71 0.17 -1.1254
C 2.67 0.88 -0.43 -1.8588
C 0.61 -0.72 -3.51 1.3110
C 4.20 -2.52 0.03 0.2771
H -4.69 0.70 -4.43 0.3493
H -4.74 -0.08 2.59 0.0592
H -0.49 1.82 2.36 -1.0244
H -4.75 -3.91 5.50 0.3155
H -0.34 7.36 -1.00 0.4223
H 1.40 3.30 4.06 0.3220
H 8.90 -1.35 0.63 0.2892
H -6.01 -2.29 4.20 -0.1567
H -4.38 -0.06 -1.88 0.0167
H 3.05 0.52 0.56 0.6788
H 2.52 3.11 -0.66 0.7123
H -0.18 3.15 4.98 0.3905
H -0.10 -2.66 -3.57 0.3976
H -2.53 -0.38 1.62 0.0693
H 5.46 -3.36 -1.52 0.1950
H 1.94 1.10 4.60 0.1503
H 0.10 0.89 -2.16 0.7244
H -4.23 -0.61 -5.53 0.3568
H -0.91 -1.68 -2.47 -0.1667
H -5.23 -2.54 0.19 0.3093
H -6.96 -2.68 5.63 0.3704
H 1.11 4.44 2.26 0.0433
H 6.30 -4.14 0.78 0.2010
H -7.04 -1.63 -1.37 0.3559
H 2.01 2.95 -2.67 0.0111
H 0.45 0.56 3.77 0.0434
H 1.71 1.61 1.98 -0.4117
H -1.97 -0.50 -5.95 0.5446
H -1.64 -1.90 -4.92 0.0859
H 2.00 -0.44 2.80 0.1338
H 1.24 -3.49 1.66 0.3391
H 0.36 0.90 5.52 0.3749
H 5.07 -2.20 0.65 -0.0002
H 0.31 -0.12 -5.63 0.4500
H -0.36 6.38 0.46 0.2809
H -4.95 -2.30 -3.88 0.3163
H 1.40 2.03 -4.64 0.1725
H 4.83 -5.27 0.82 0.3093
H 2.11 -2.38 -0.86 0.9108
H -6.18 -1.01 -3.82 0.3983
H -5.31 -4.72 4.04 0.3064
H -4.35 -1.83 -1.59 0.2386
H -0.36 -0.85 -0.71 0.1051
H 0.94 2.29 -0.53 0.4097
H -2.51 0.94 -3.97 0.1017
H -0.48 0.99 -4.48 0.4791
H 7.15 0.67 2.15 0.2873
H 9.38 -0.54 2.13 0.3680
H -6.69 -2.18 1.20 0.1721
H 8.17 1.07 0.76 0.3230
H -2.57 -0.49 -2.90 -0.3793
H -6.74 0.19 -1.61 0.3185
H 0.15 3.93 0.85 0.2121
H -5.01 -1.54 1.67 0.1525
H -4.84 0.38 0.89 -0.2053
H 2.82 3.03 1.74 0.6039
H -1.26 3.40 2.85 0.5016
H 0.46 8.75 0.83 0.3058
H 0.04 0.60 0.22 -1.2360
H 3.40 -2.82 0.75 -0.1646
H 3.90 -4.34 -1.28 0.2667
H -2.45 0.99 2.73 0.4567
H 6.13 -5.41 -0.49 0.3726
H 3.60 1.09 -1.02 0.6645
H 1.84 8.42 -0.23 0.3098
```

Output
gap between HOMO and LUMO	8.5	eV
highest occupied orbital energy	-8.34	eV
net charge	0